1.
Molecular formula: C29H29IrN2O5S2Te
Method: DFT, wB97M-V/def2-TZVPD

Last column: Mulliken spin population.
Cartesian coordinates (Å):
Ir -0.00215 -0.47624 0.15557  0.8219
Te -1.79598 -1.09515 1.90562  0.0019
C -1.69211 0.40044 3.37545  -0.0048
C -2.78601 0.60079 4.20935  -0.0001
C -2.69772 1.52138 5.24408  -0.0009
C -1.52593 2.23862 5.43877  0.0013
C -0.43898 2.04520 4.59683  0.0097
C -0.51838 1.12299 3.56338  0.0077
C -1.01650 -2.69703 3.02148  -0.0061
C 0.26066 -2.66286 3.56924  0.0012
C 0.69731 -3.73761 4.32837  0.0004
C -0.13121 -4.83431 4.53194  -0.0002
C -1.40280 -4.86318 3.98039  -0.0002
C -1.85139 -3.79018 3.22211  0.0002
H -3.70438 0.04654 4.05849  -0.0007
H -3.54509 1.67724 5.89816  -0.0002
H -1.45973 2.95199 6.24938  0.0001
H 0.47203 2.60944 4.74762  0.0005
H 0.32898 0.96531 2.90518  -0.0061
H 0.91645 -1.81902 3.39709  -0.0004
H 1.69127 -3.72194 4.75240  0.0000
H 0.21930 -5.67095 5.12213  0.0000
H -2.04929 -5.71556 4.14075  0.0000
H -2.84335 -3.81389 2.78785  0.0003
C 4.17502 -2.90785 6.09926  0.0000
C 4.22512 -3.27353 4.64180  0.0001
C 4.39246 -4.59402 4.24000  0.0001
C 4.46152 -4.93045 2.89423  -0.0003
C 4.37305 -3.92990 1.94121  0.0001
C 4.20645 -2.60269 2.31834  -0.0023
C 4.12416 -2.28475 3.66079  0.0010
S 4.57638 -4.33973 0.22897  0.0000
O 4.65131 -5.76631 0.13519  0.0000
O 5.59721 -3.47697 -0.27956  0.0000
N 3.20755 -3.89961 -0.56675  -0.0003
C 2.02868 -4.75120 -0.59213  0.0004
C 0.99342 -4.43054 0.50148  0.0013
C 0.54095 -3.01548 0.33208  -0.0480
O 1.27595 -2.05564 0.75127  0.0293
O -0.51007 -2.70881 -0.29233  0.0972
H 3.94694 -3.77395 6.71920  0.0000
H 3.42441 -2.13969 6.29011  0.0000
H 5.13770 -2.51136 6.42740  0.0000
H 4.48144 -5.37229 4.98833  0.0000
H 4.60560 -5.95538 2.58058  0.0000
H 4.16492 -1.82226 1.56915  0.0016
H 4.00253 -1.24967 3.95934  -0.0001
H 3.03132 -2.90626 -0.49098  -0.0005
H 2.36996 -5.77946 -0.49687  0.0004
H 1.55259 -4.65296 -1.57013  0.0001
H 1.42905 -4.55889 1.49313  0.0001
H 0.13003 -5.08450 0.38841  0.0021
C -1.41362 1.03681 -0.52082  -0.0394
C -0.42303 1.89228 -1.01562  0.0396
C 0.52656 1.36666 -2.08230  0.0112
C 1.68752 2.25266 -2.42862  0.0308
C 1.77698 3.49034 -1.94869  -0.0115
C 0.78230 3.98576 -1.01525  0.0305
C -0.23522 3.22787 -0.54982  -0.0060
H -1.94906 0.45585 -1.27389  0.0081
H -2.08806 1.47206 0.21150  0.0072
H -0.07143 1.24671 -3.00082  0.0112
H 2.42615 1.84941 -3.10985  0.0001
H 2.59184 4.13995 -2.23534  0.0001
H 0.87543 5.00822 -0.67032  0.0011
H -0.93582 3.62539 0.17214  -0.0006
O 1.23560 -0.74146 -3.96482  0.0032
S 1.50786 -1.01492 -2.57787  -0.0008
N 1.02272 0.06963 -1.59347  0.0076

Values from the calculation:
- M: 869.51 g/mol
- Charge: +1
- E: -75555.1174 eV
- Expectation value of S²: 0.757
- 2S+1: 2

2.
Molecular formula: C10H10N3O
Method: DFT, wB97M-V/def2-TZVPD

Last column: Mulliken charge in e.
Cartesian coordinates (Å):
C -4.27170 -0.30819 0.23048  -0.0454
C -4.00774 1.05650 0.26073  -0.4545
C -3.26075 -1.25901 0.00825  -0.8841
C 2.98102 -0.69599 0.86577  -0.7123
C 2.22683 0.61422 -0.99556  -0.8103
C -2.71369 1.52250 0.06988  -0.3325
C 1.87895 -1.48701 0.71452  -0.3960
C 1.16075 -0.23114 -1.11648  -0.3070
C 3.18880 0.40911 0.01467  1.2820
C -2.10033 -0.59148 -0.14976  0.8851
N -1.76905 0.60544 -0.13370  -0.1379
N 0.97262 -1.26337 -0.26288  0.4368
N 4.23514 1.23177 0.17099  -0.4540
O -0.05375 -2.02851 -0.37848  -0.6923
H -5.27652 -0.67189 0.38705  0.4132
H -4.80513 1.76185 0.43631  0.3777
H -3.41244 -2.32122 -0.02335  0.4360
H 3.69293 -0.91908 1.64346  0.3396
H 2.33649 1.43637 -1.68454  0.3287
H -2.42083 2.55971 0.07949  0.4227
H 1.67859 -2.33903 1.34637  0.4282
H 0.41448 -0.12151 -1.88686  0.4783
H 4.93590 1.04460 0.86795  0.1988
H 4.38942 1.99534 -0.46431  0.1993

Values from the calculation:
- M: 188.21 g/mol
- Charge: +1
- E: -17039.8070 eV
- 2S+1: 1